Here is the molecule C4H5N3S from the OMol25 dataset. Energies are from ωB97M-V/def2-TZVPD.

Calculated values
- orbital gap (eV) = 7.9
- maximum force (hartree/bohr) = 0.0663
- HOMO (eV) = -8.3
- relative energy (zero: lowest compared OMol25 entry of this formula, charge and spin) (kJ/mol) = 310.7

```
! RIJCOSX wB97M-V def2-TZVPD def2/J DEFGRID3
* xyz 0 1
H 1.356 -1.657 0.401
H -0.715 2.445 0.090
N -1.647 -0.786 0.094
N 0.557 -1.399 -0.100
N 0.577 0.063 -0.065
S 3.136 -0.197 0.046
H -1.162 -2.768 -0.183
H 1.700 1.866 -0.259
C -1.380 1.589 -0.013
H -2.555 1.476 -0.082
C 1.731 0.730 -0.033
C -0.816 -1.747 -0.015
C -0.782 0.385 0.118
*
```

Calculated atomic charges, method Löwdin, unit e: H 0.02; H 0.05; N 0.11; N 0.07; N -0.13; S 0.59; H 0.13; H 0.11; C 0.06; H 0.11; C -0.60; C -0.16; C -0.36